*A*
ORCA calculation (wB97M-V/def2-TZVPD) on one molecule with the formula C4H7NO2S2.

Output
- HOMO level: -9.142 eV
- Kohn-Sham gap: 0.345 Ha
- 2S+1: 1

Positions of all 16 atoms, in Å:
1 C 2.136 -0.674 1.857
2 C -0.311 -0.260 -0.477
3 C -0.056 0.108 0.951
4 C 0.728 0.418 -1.449
5 N 0.790 -0.729 1.788
6 O 2.888 -1.236 2.626
7 O 3.185 -0.001 -2.196
8 S 2.909 0.609 0.608
9 S 2.271 -0.434 -1.188
10 H -0.417 -1.453 -0.632
11 H -1.368 0.249 -0.657
12 H 0.578 0.973 1.015
13 H -0.961 0.365 1.427
14 H 0.578 0.206 -2.604
15 H 0.799 1.492 -1.335
16 H 0.463 -1.337 2.521

---

*B*
ORCA calculation (wB97M-V/def2-TZVPD) on C4H7NO2S2 as an isolated structure.

Output
- HOMO level: -8.763 eV
- Kohn-Sham gap: 0.343 Ha
- 2S+1: 1

Positions of all 16 atoms, in Å:
1 C -1.435 0.239 -0.365
2 C -1.128 -0.023 1.124
3 C 2.046 -0.150 -1.027
4 C 0.854 0.767 -0.526
5 N -0.199 0.041 -1.005
6 O 0.465 -2.137 -2.353
7 O 0.483 -2.280 0.068
8 S 0.580 0.588 1.444
9 S 0.674 -1.461 -1.114
10 H -2.121 -0.526 -0.732
11 H -1.722 1.364 -0.460
12 H -1.785 0.610 1.844
13 H -1.071 -1.134 1.215
14 H 2.266 0.355 -2.027
15 H 3.010 -0.341 -0.534
16 H 0.938 1.916 -0.755

---

Pick *A*: it beats the second-best structure by 98.2 kJ/mol.

---

*A*
ORCA calculation (wB97M-V/def2-TZVPD) on one molecule with the formula C5H6O2S.

Output
- HOMO level: -9.348 eV
- Kohn-Sham gap: 0.370 Ha
- 2S+1: 1

Positions of all 14 atoms, in Å:
1 C 0.985 -0.705 -0.571
2 C 0.311 -0.079 -1.804
3 C -1.432 1.027 -0.505
4 C -0.789 0.214 0.594
5 C 0.715 0.327 0.475
6 H 0.212 -0.870 -2.624
7 H 0.850 0.837 -2.173
8 H -0.936 1.970 -0.641
9 H -2.505 1.098 -0.392
10 H -1.027 -0.793 0.412
11 H 0.965 1.354 0.258
12 O 1.451 -1.800 -0.640
13 O -1.102 0.268 -1.696
14 S 0.057 0.247 2.170

---

*B*
ORCA calculation (wB97M-V/def2-TZVPD) on one molecule with the formula C5H6O2S.

Output
- HOMO level: -8.604 eV
- Kohn-Sham gap: 0.289 Ha
- 2S+1: 1

Positions of all 14 atoms, in Å:
1 C -3.215 -0.948 0.090
2 C -0.953 -0.660 -0.149
3 C 0.224 -0.078 -0.108
4 C 1.370 -0.861 -0.010
5 C 0.117 1.504 -0.173
6 H -3.404 -1.548 1.085
7 H -3.074 -1.708 -0.744
8 H -4.060 -0.406 -0.229
9 H -1.042 -1.716 -0.209
10 H 1.158 -1.993 0.286
11 H 1.144 2.005 -0.432
12 O -2.110 -0.064 -0.002
13 O -0.857 2.187 0.177
14 S 2.985 -0.335 0.059

---

Pick *A*: it beats the second-best structure by 18.0 kJ/mol.

---

*A*
ORCA calculation (wB97M-V/def2-TZVPD) on a 2-piece molecular cluster, NO5S overall.

Output
- Net charge: -1
- HOMO level (alpha / beta): -3.874 / -3.093 eV
- Kohn-Sham gap (alpha / beta): 0.209 / 0.159 Ha
- 2S+1: 1

Positions of all 7 atoms, in Å:
1 N 1.611 -0.964 -1.987
2 O -1.809 0.992 0.286
3 O 1.336 -0.368 -0.942
4 O 0.816 -1.754 -2.567
5 O -0.755 -0.528 1.887
6 O -0.413 1.867 2.060
7 S -0.786 0.754 1.264

---

*B*
ORCA calculation (wB97M-V/def2-TZVPD) on an isolated ion of composition NO5S and charge -1.

Output
- Net charge: -1
- HOMO level: -5.457 eV
- Kohn-Sham gap: 0.340 Ha
- 2S+1: 1

Positions of all 7 atoms, in Å:
1 N -1.221 0.081 -0.205
2 O -1.942 -0.794 -0.585
3 O -0.255 0.501 -0.990
4 O -1.304 0.693 0.835
5 O 2.336 0.818 0.224
6 O 0.862 -0.998 0.883
7 S 1.526 -0.301 -0.163

---

Pick *B*: it beats the second-best structure by 89.0 kJ/mol.

---

*A*
ORCA calculation (wB97M-V/def2-TZVPD) on a 11-piece molecular cluster, H22O11 overall.

Output
- Net charge: +1
- HOMO level (alpha / beta): -13.178 / -13.174 eV
- Kohn-Sham gap (alpha / beta): 0.362 / 0.091 Ha
- 2S+1: 2

Positions of all 33 atoms, in Å:
1 O 32.458 -6.727 -13.451
2 H 32.585 -7.426 -12.810
3 H 31.567 -6.859 -13.776
4 O 28.758 -3.249 -15.992
5 H 28.347 -2.529 -16.471
6 H 29.692 -3.160 -16.181
7 O 31.348 -3.758 -17.064
8 H 31.592 -2.957 -17.528
9 H 30.951 -4.313 -17.736
10 O 30.647 -6.637 -16.503
11 H 30.227 -6.022 -15.901
12 H 30.102 -7.423 -16.463
13 O 27.525 -7.159 -14.955
14 H 26.832 -6.845 -14.373
15 H 28.337 -6.887 -14.528
16 O 33.708 -7.689 -16.984
17 H 34.293 -6.968 -16.751
18 H 32.919 -7.535 -16.463
19 O 33.883 -4.864 -16.655
20 H 33.898 -4.122 -17.260
21 H 32.954 -5.066 -16.546
22 O 29.502 -5.221 -14.430
23 H 29.155 -4.400 -14.781
24 H 29.919 -4.972 -13.605
25 O 32.289 -6.009 -18.896
26 H 32.250 -6.342 -18.000
27 H 32.727 -6.701 -19.391
28 O 28.316 -9.708 -16.924
29 H 27.591 -9.085 -16.962
30 H 28.647 -9.638 -16.029
31 O 30.087 -9.454 -14.544
32 H 29.668 -9.590 -13.695
33 H 31.000 -9.705 -14.404

---

*B*
ORCA calculation (wB97M-V/def2-TZVPD) on a 11-piece molecular cluster, H22O11 overall.

Output
- Net charge: +1
- HOMO level (alpha / beta): -13.506 / -13.506 eV
- Kohn-Sham gap (alpha / beta): 0.377 / 0.138 Ha
- 2S+1: 2

Positions of all 33 atoms, in Å:
1 O -0.295 -1.118 2.577
2 H -0.015 -2.036 2.508
3 H -1.220 -1.108 2.309
4 O 2.781 -2.189 -3.950
5 H 3.503 -1.958 -3.361
6 H 2.177 -1.442 -3.939
7 O 0.341 0.827 0.653
8 H -0.601 1.029 0.680
9 H 0.662 0.269 1.308
10 O -1.748 0.442 -4.949
11 H -1.583 -0.464 -4.689
12 H -1.176 1.059 -4.514
13 O 4.051 2.126 1.633
14 H 3.405 2.847 1.398
15 H 4.011 1.726 2.513
16 O 2.920 4.418 1.364
17 H 2.655 4.915 0.572
18 H 2.019 4.561 1.694
19 O -4.231 -0.269 2.059
20 H -3.981 0.263 2.825
21 H -5.108 0.095 1.876
22 O -2.327 0.347 -0.120
23 H -2.802 0.951 -0.669
24 H -2.958 -0.261 0.307
25 O -3.489 -2.144 0.556
26 H -3.246 -3.062 0.456
27 H -4.401 -1.882 0.478
28 O 2.250 2.408 -0.264
29 H 2.242 1.921 -1.092
30 H 1.866 1.665 0.277
31 O 0.226 -4.758 0.141
32 H 0.006 -3.928 0.553
33 H 0.630 -5.356 0.766

---

Pick *A*: it beats the second-best structure by 117.1 kJ/mol.

---

*A*
ORCA calculation (wB97M-V/def2-TZVPD) on a 2-piece molecular cluster, C3H10N overall.

Output
- Net charge: +1
- HOMO level: -14.098 eV
- Kohn-Sham gap: 0.300 Ha
- 2S+1: 1

Positions of all 14 atoms, in Å:
1 C 3.534 0.467 5.355
2 H 3.466 -0.206 6.205
3 H 4.104 1.335 5.654
4 H 2.577 0.480 4.865
5 H 4.206 0.023 4.610
6 C -1.188 -0.835 -3.463
7 C -3.131 0.296 -2.513
8 N -1.869 0.023 -2.501
9 H -1.086 -0.364 -4.428
10 H -1.714 -1.779 -3.602
11 H -0.231 -1.084 -3.030
12 H -3.733 -0.234 -3.237
13 H -3.510 1.025 -1.818
14 H -1.425 0.854 -2.097

---

*B*
ORCA calculation (wB97M-V/def2-TZVPD) on a 2-piece molecular cluster, C3H10N overall.

Output
- Net charge: +1
- HOMO level: -14.180 eV
- Kohn-Sham gap: 0.376 Ha
- 2S+1: 1

Positions of all 14 atoms, in Å:
1 N -0.376 0.259 -1.906
2 H 0.456 -0.368 -2.057
3 H -1.124 -0.305 -2.393
4 H -0.313 1.133 -2.310
5 H -0.494 0.460 -0.868
6 C 1.309 -0.432 0.817
7 C 0.062 0.431 1.150
8 C -1.241 -0.018 1.119
9 H 1.956 0.315 0.196
10 H 1.021 -1.327 0.263
11 H 1.776 -0.917 1.669
12 H 0.438 1.235 1.750
13 H -1.994 0.480 1.836
14 H -1.478 -0.945 0.735

---

*C*
ORCA calculation (wB97M-V/def2-TZVPD) on a 2-piece molecular cluster, C3H10N overall.

Output
- Net charge: +1
- HOMO level: -17.050 eV
- Kohn-Sham gap: 0.415 Ha
- 2S+1: 1

Positions of all 14 atoms, in Å:
1 C 1.904 0.208 1.567
2 H 2.848 0.251 2.053
3 H 1.222 -0.509 2.151
4 H 2.025 -0.369 0.690
5 H 1.527 1.134 1.506
6 C -0.528 1.015 -1.138
7 C -1.161 -1.276 -0.435
8 N -0.573 -0.096 -0.289
9 H -1.026 0.792 -2.141
10 H 0.484 1.284 -1.356
11 H -1.233 1.848 -0.855
12 H -1.691 -1.561 -1.206
13 H -1.329 -1.865 0.536
14 H -0.110 -0.018 0.684

---

*D*
ORCA calculation (wB97M-V/def2-TZVPD) on a 2-piece molecular cluster, C3H10N overall.

Output
- Net charge: +1
- HOMO level: -12.832 eV
- Kohn-Sham gap: 0.296 Ha
- 2S+1: 1

Positions of all 14 atoms, in Å:
1 N -2.356 -0.581 -1.696
2 H -2.879 -0.728 -2.589
3 H -2.675 0.301 -1.191
4 H -2.540 -1.479 -1.018
5 H -1.433 -0.265 -1.924
6 C 1.046 0.455 2.146
7 C 0.982 0.334 0.584
8 C 1.874 0.020 -0.388
9 H 0.047 0.257 2.520
10 H 1.770 -0.266 2.654
11 H 1.657 1.261 2.410
12 H 0.102 0.843 0.339
13 H 1.515 0.198 -1.465
14 H 2.891 -0.349 -0.379

---

Pick *A*: it beats the second-best structure by 5.6 kJ/mol.

---

*A*
ORCA calculation (wB97M-V/def2-TZVPD) on one molecule with the formula C2H5BrSi.

Output
- HOMO level (alpha / beta): -9.321 / -9.141 eV
- Kohn-Sham gap (alpha / beta): 0.300 / 0.301 Ha
- 2S+1: 1

Positions of all 9 atoms, in Å:
1 C 0.593 -0.553 1.227
2 C -0.550 0.269 -1.581
3 Si -0.352 0.677 0.292
4 Br 1.082 -0.061 -2.541
5 H 0.083 -1.252 1.890
6 H 1.670 -0.829 1.004
7 H 0.305 1.983 0.585
8 H -1.083 -0.673 -1.475
9 H -1.748 0.437 0.599

---

*B*
ORCA calculation (wB97M-V/def2-TZVPD) on a 2-piece molecular cluster, C2H5BrSi overall.

Output
- HOMO level: -8.929 eV
- Kohn-Sham gap: 0.291 Ha
- 2S+1: 1

Positions of all 9 atoms, in Å:
1 C -1.166 -0.735 -1.872
2 C -0.580 -0.009 -0.960
3 Si 1.763 0.539 3.300
4 Br -1.561 1.030 0.380
5 H -2.275 -0.622 -1.982
6 H -0.535 -1.371 -2.551
7 H 2.860 1.005 2.550
8 H 0.515 -0.204 -0.822
9 H 0.977 0.367 1.957

---

*C*
ORCA calculation (wB97M-V/def2-TZVPD) on a 2-piece molecular cluster, C2H5BrSi overall.

Output
- HOMO level (alpha / beta): -8.652 / -7.931 eV
- Kohn-Sham gap (alpha / beta): 0.285 / 0.256 Ha
- 2S+1: 1

Positions of all 9 atoms, in Å:
1 C -0.854 1.751 0.022
2 C -1.121 0.472 0.189
3 Si 1.339 -1.452 0.044
4 Br -2.796 -0.373 0.199
5 H -1.497 2.422 -0.407
6 H 0.123 2.162 0.207
7 H 1.987 -1.657 1.207
8 H 0.863 -2.824 -0.649
9 H 1.957 -0.501 -0.813

---

Pick *B*: it beats the second-best structure by 22.1 kJ/mol.